The following is a quantum chemistry calculation of C9H13BHgN5S as an isolated structure in a non-equilibrium geometry, from OMol25.

```
! wB97M-V def2-TZVPD RIJCOSX def2/J DEFGRID3
* xyz 0 2
Hg 1.05 -0.97 -0.27
C -0.62 3.43 0.08
C -0.36 1.95 -0.03
N 0.86 1.41 -0.03
N 1.98 2.11 0.17
C 3.19 1.53 0.14
N 4.29 2.32 0.33
S 3.42 -0.12 -0.19
C -1.43 1.02 -0.11
C -2.79 1.42 -0.08
C -3.78 0.47 -0.10
C -3.43 -0.89 -0.15
C -2.10 -1.21 -0.20
N -1.12 -0.31 -0.20
H 0.26 4.01 -0.18
H -0.91 3.70 1.10
H -1.42 3.73 -0.59
H 1.94 3.12 0.33
H 4.20 3.11 0.94
H 5.15 1.80 0.44
H -3.04 2.46 -0.03
H -4.82 0.77 -0.07
H -4.18 -1.66 -0.14
H -1.79 -2.25 -0.26
B 0.89 -5.69 -0.14
C 0.93 -4.17 -0.16
N 0.97 -3.00 -0.21
H -0.21 -6.02 -0.46
H 1.16 -6.04 0.98
H 1.72 -6.03 -0.93
*
```

As for the frontier orbital gap (alpha / beta): 6.0 / 8.2 eV. The expectation value of S² is 0.7671. As for the HOMO energy (alpha / beta): -0.22135 / -0.32542 Eh. The calculation puts the energy relative to the best compared isomer or geometry (same formula, charge and spin) at 4.1 kcal per mole.